1.
C44H59NO26 | the ωB97M-V functional and the def2-TZVPD basis

Summary:
SMILES string	CNCc1ccc2c(c1)C(=O)C=CC2=O.C[C@@H]1COC(=O)O1.C[C@@H]1COC(=O)O1.C[C@@H]1COC(=O)O1.C[C@@H]1COC(=O)O1.C[C@@H]1COC(=O)O1.C[C@@H]1COC(=O)O1.C[C@@H]1COC(=O)O1.C[C@@H]1COC(=O)O1
lowest unoccupied orbital energy	-0.030	Ha
gap between HOMO and LUMO	7.75	eV

The geometry in XYZ format:
```
130
Properties=species:S:1:pos:R:3:forces:R:3
C 3.58558 0.75918 2.96462 0.5 -1.0 -0.5
N 3.54041 1.29687 1.60606 0.1 0.5 0.5
C 2.89419 2.60118 1.53899 -0.3 0.0 -0.1
C 1.44339 2.59116 2.03329 1.6 -0.5 -1.0
C 0.91846 3.57130 2.81792 0.5 1.2 0.6
C -0.38492 3.51318 3.25878 -0.2 0.6 0.2
C -1.12401 2.43704 2.88464 -2.0 -0.7 0.4
C -0.61434 1.43707 2.07411 -0.9 -0.7 0.1
C 0.67122 1.51832 1.65155 0.0 -0.7 -0.7
C -1.49768 0.27396 1.70765 0.0 -0.1 0.0
O -1.46824 -0.23795 0.60567 0.1 -0.4 0.8
C -2.43356 -0.14888 2.80527 0.4 -0.1 -0.5
C -2.92718 0.80763 3.56785 -0.2 0.4 0.7
C -2.55065 2.25093 3.34114 0.2 0.0 -0.1
O -3.33740 3.16050 3.47829 0.2 -0.2 0.3
H 4.13941 -0.19686 2.90606 -0.3 0.5 0.2
H 4.16758 1.42003 3.61073 -0.3 0.1 0.0
H 2.58689 0.54050 3.37543 0.1 0.2 0.2
H 3.04854 0.65387 0.99864 0.3 -0.1 -0.1
H 2.92269 2.89705 0.48286 -0.1 0.2 0.2
H 3.44991 3.35265 2.10521 0.2 -0.2 -0.1
H 1.56493 4.39355 3.10867 -0.1 0.0 0.0
H -0.85269 4.26713 3.88024 0.2 0.1 0.0
H 1.05231 0.70864 1.03772 0.1 0.2 -0.1
H -2.68420 -1.18783 2.99795 0.1 0.0 -0.4
H -3.57930 0.53448 4.39394 -0.2 0.4 -0.2
C 1.51887 -4.72262 3.22047 0.3 0.0 0.3
C 1.82987 -3.46275 2.45039 -0.3 -0.5 0.2
C 1.75619 -3.61924 0.95090 -0.2 0.1 -0.2
O 2.69919 -2.64071 0.49649 0.1 -0.1 0.2
C 3.60946 -2.46718 1.49006 0.2 0.1 0.1
O 4.62773 -1.86471 1.37043 0.0 -0.1 -0.2
O 3.20035 -3.06556 2.63493 -0.1 0.2 -0.3
H 2.28001 -5.48371 3.04166 0.0 0.0 -0.2
H 1.51809 -4.52188 4.29169 -0.1 0.0 0.0
H 0.54209 -5.11958 2.94337 0.0 0.1 0.0
H 1.19161 -2.64382 2.79501 0.0 0.1 -0.1
H 0.76433 -3.40831 0.55612 0.1 0.1 -0.1
H 2.07794 -4.60411 0.60307 0.0 0.0 0.1
C 6.41354 3.40702 -2.49634 0.2 0.3 0.3
C 7.02589 3.49229 -1.12038 0.0 -0.1 -0.8
C 7.29629 2.15206 -0.49160 0.4 -0.3 0.0
O 7.16832 2.43872 0.90598 -0.2 0.3 0.0
C 6.33436 3.49954 1.01876 -0.1 -0.3 -0.1
O 5.84526 3.86794 2.03636 0.0 0.2 0.3
O 6.10575 4.07450 -0.18639 0.2 -0.1 0.3
H 5.42477 2.97608 -2.44565 0.1 -0.2 0.2
H 6.30544 4.40434 -2.92395 0.0 0.0 0.0
H 7.03208 2.80728 -3.16651 0.0 0.0 0.1
H 7.92702 4.11226 -1.13940 0.0 0.0 0.1
H 8.29141 1.77712 -0.72122 0.0 0.0 0.2
H 6.55646 1.39175 -0.75878 -0.1 0.1 -0.1
C -6.92241 -3.27645 4.96534 0.0 0.0 -0.5
C -5.56104 -3.80138 5.35144 -0.7 0.2 0.0
C -4.95987 -3.12974 6.56268 0.0 -0.1 0.3
O -3.55326 -3.24159 6.30701 0.0 0.0 -0.2
C -3.39647 -3.31629 4.96379 0.1 -0.1 -0.1
O -2.35589 -3.22817 4.39212 0.1 0.1 0.0
O -4.58414 -3.50272 4.34207 0.2 0.0 0.2
H -6.85803 -2.23852 4.63412 0.1 0.0 0.2
H -7.32612 -3.84984 4.13057 0.0 0.0 0.0
H -7.61916 -3.34331 5.80152 0.1 0.0 0.0
H -5.59793 -4.88696 5.47430 0.1 0.0 0.0
H -5.22220 -3.62834 7.49301 0.2 0.0 0.0
H -5.21709 -2.07026 6.63997 -0.1 0.0 -0.1
C 7.37333 -3.80823 -1.42061 0.3 0.0 0.4
C 7.33907 -2.34511 -1.78810 -0.2 -0.6 0.1
C 7.34688 -2.07848 -3.27384 -0.3 0.1 -0.2
O 7.99128 -0.80201 -3.34918 0.1 -0.1 0.1
C 8.79237 -0.69059 -2.26110 0.1 0.0 0.1
O 9.60687 0.16337 -2.11086 0.0 0.1 0.0
O 8.54004 -1.67592 -1.36621 -0.1 0.2 -0.3
H 8.31988 -4.26134 -1.71951 0.0 0.0 -0.2
H 7.29204 -3.92907 -0.34025 -0.1 0.0 0.0
H 6.55231 -4.34925 -1.89183 0.0 0.1 0.0
H 6.49091 -1.85499 -1.30203 0.0 0.1 0.0
H 6.34552 -2.02793 -3.69598 0.1 0.2 0.0
H 7.93798 -2.80307 -3.84002 0.0 -0.1 0.1
C -3.93939 -2.54147 -1.15911 0.1 -0.3 -0.3
C -5.26584 -2.95888 -0.57525 0.6 0.2 -0.2
C -5.39137 -2.69858 0.90053 -0.1 0.2 0.3
O -6.30247 -3.72629 1.31490 0.0 -0.1 -0.1
C -6.17028 -4.75883 0.43761 0.0 -0.1 -0.1
O -6.64272 -5.83849 0.59929 0.0 0.1 0.1
O -5.43428 -4.39060 -0.63904 -0.3 0.0 0.5
H -3.12910 -3.15177 -0.75646 0.0 0.1 0.2
H -3.93941 -2.68821 -2.23952 -0.1 0.1 0.0
H -3.73325 -1.49135 -0.95297 -0.1 0.0 0.0
H -6.07518 -2.49495 -1.13393 0.2 -0.3 0.2
H -5.79910 -1.71332 1.11617 -0.2 -0.1 0.0
H -4.45153 -2.82372 1.44547 0.0 -0.1 -0.1
C 2.53803 5.52677 -6.52116 0.3 -0.4 -0.6
C 2.62420 4.59885 -5.33310 0.0 1.6 -3.0
C 3.82508 4.83374 -4.45272 0.2 0.3 0.1
O 4.06502 3.53147 -3.90832 0.1 -0.3 -1.0
C 3.57765 2.62899 -4.79891 -0.1 0.4 -0.1
O 3.78061 1.45824 -4.74484 0.0 -0.3 0.1
O 2.83128 3.23819 -5.75239 0.3 -0.3 0.5
H 3.35881 5.34564 -7.21717 0.1 0.2 0.0
H 1.61334 5.35265 -7.07191 0.0 0.0 0.1
H 2.56055 6.56994 -6.20491 0.0 0.0 0.1
H 1.69850 4.63664 -4.75472 1.2 0.8 -2.6
H 3.62575 5.54963 -3.65801 0.1 -0.2 0.0
H 4.71407 5.15045 -5.00620 -0.1 -0.1 -0.1
C -11.12317 -0.83858 -1.84230 0.0 0.0 -0.4
C -9.77470 -1.37016 -1.42161 -0.6 0.2 0.0
C -9.19339 -0.69060 -0.20665 0.0 -0.1 0.3
O -7.78391 -0.82119 -0.43260 0.0 0.0 -0.2
C -7.59813 -0.91095 -1.77351 0.0 0.2 -0.4
O -6.53847 -0.84045 -2.31382 -0.2 0.2 0.1
O -8.77369 -1.09358 -2.41696 0.2 -0.1 0.3
H -11.04322 0.19369 -2.18566 0.1 0.0 0.2
H -11.51610 -1.41921 -2.67678 0.0 0.0 0.1
H -11.83747 -0.88840 -1.02021 0.1 0.0 0.0
H -9.82259 -2.45379 -1.28373 0.1 0.0 0.0
H -9.47999 -1.17709 0.72321 0.2 0.0 0.0
H -9.44066 0.37190 -0.14567 0.0 0.0 -0.1
C -1.38301 1.48948 -1.56269 0.3 0.3 -0.1
C -1.01754 2.73348 -2.33832 -0.4 -0.7 0.2
C -1.03460 2.55771 -3.83629 -0.2 0.0 -0.2
O -0.05330 3.51065 -4.26752 0.3 0.1 0.2
C 0.81999 3.68071 -3.24236 -0.5 -0.5 1.1
O 1.85868 4.25859 -3.33419 -2.3 -1.2 5.4
O 0.35407 3.10815 -2.10646 0.1 0.3 -0.5
H -0.63281 0.71079 -1.69617 0.0 0.0 -0.1
H -1.42096 1.70951 -0.50500 -0.1 0.1 0.0
H -2.35594 1.10554 -1.87307 0.0 0.1 0.0
H -1.65249 3.56987 -2.03127 0.1 0.1 -0.1
H -2.00522 2.78182 -4.27343 0.1 0.2 -0.1
H -0.71896 1.56207 -4.15752 0.0 0.0 0.1
```
Forces are in eV/Å.



2.
C2H11NSi3 | the ωB97M-V functional and the def2-TZVPD basis

Summary:
SMILES string	[SiH2]=N[SiH2][SiH3].C=C
lowest unoccupied orbital energy	-0.013	Ha
gap between HOMO and LUMO	8.61	eV
energy above the lowest of the compared OMol25 structures with the same formula, charge and spin	1.8131	eV

The geometry in XYZ format:
```
17
Properties=species:S:1:pos:R:3:forces:R:3
C -0.88514 0.72321 2.70641 -2.0 1.5 -1.1
C -0.41540 0.10505 3.74620 3.3 0.3 -0.2
N -0.20657 -0.25117 -0.53403 -0.6 -1.2 -1.3
Si 1.54052 -0.10997 -3.50754 -0.5 1.7 0.5
Si -1.05323 -1.49771 0.04383 1.5 2.0 0.0
Si 0.56975 0.85042 -1.64129 1.2 -0.1 3.3
H -0.21033 1.41533 2.24955 -0.1 0.2 -1.1
H -2.01618 0.68367 2.39955 2.4 0.2 0.6
H -1.11957 -0.41418 4.25361 -1.4 -2.1 2.2
H 0.71533 0.07690 3.98686 -2.2 0.2 -0.1
H 2.24869 0.65148 -4.49591 0.5 0.9 -0.4
H 2.27363 -1.24056 -3.30779 1.5 -2.3 0.6
H 0.35510 -0.48943 -4.16148 -1.5 -0.6 -0.8
H -0.74990 -1.37407 1.44788 -0.5 -1.0 0.7
H -2.00878 -2.55882 -0.35425 0.1 0.1 -0.4
H -0.42489 1.62746 -2.24641 -1.2 1.2 -0.8
H 1.38697 1.80242 -0.58517 -0.7 -1.0 -1.6
```
Forces are in eV/Å.



3.
C4H13O5 | the ωB97M-V functional and the def2-TZVPD basis

Summary:
lowest unoccupied orbital energy	0.133	Ha
gap between HOMO and LUMO	8.74	eV
energy above the lowest of the compared OMol25 structures with the same formula, charge and spin	0.0000	eV
net charge	-1

The geometry in XYZ format:
```
22
Properties=species:S:1:pos:R:3:forces:R:3
O -0.72155 1.18713 0.86788 0.2 -0.4 -0.2
C -1.56494 0.67627 0.03747 -0.1 0.6 -0.2
O -2.75620 0.46063 0.26503 0.1 -0.2 0.1
C -1.02434 0.39652 -1.38746 -0.1 0.0 0.5
C -0.17791 -0.87735 -1.42110 0.5 -0.2 -0.2
C 0.97994 -0.77461 -2.42084 -0.4 0.4 0.1
H -0.43539 1.26203 -1.70139 0.1 -0.1 0.1
H -1.87068 0.31521 -2.06749 -0.1 -0.1 0.0
H -0.81266 -1.73810 -1.64599 0.0 0.0 -0.1
H 0.27136 -1.09727 -0.45290 -0.1 0.2 0.2
H 0.58203 -0.55503 -3.41690 0.2 -0.3 -0.1
H 1.59413 0.08466 -2.14222 0.1 0.0 0.0
H 1.61908 -1.65723 -2.42136 -0.1 -0.1 -0.2
H 0.69859 0.24081 1.55895 0.3 -0.3 0.2
H 2.15506 0.23977 1.15308 -0.1 -0.1 0.1
O 1.56491 -0.20564 1.77919 -0.4 0.6 -0.3
H 0.63424 1.82876 0.19960 0.4 0.1 -0.3
H 1.69012 2.92402 0.43322 0.1 -0.1 -0.1
O 1.53361 2.16649 -0.14255 -0.5 0.0 0.4
H -0.13078 -2.68791 1.90298 -0.2 0.1 0.0
H 1.21484 -1.94763 1.90495 -0.2 -0.2 0.0
O 0.81113 -2.84219 1.98113 0.4 0.0 0.0
```
Forces are in eV/Å.